{"formula": "C4H7N2", "method": "ωB97M-V/def2-TZVPD", "fmax_ev_per_a": 3.56, "spin_multiplicity": 3, "charge": 1, "e_tot_ev": -7226.2591, "gap_ev": [8.053, 8.436], "relative_energy_kcal_mol": 103.2, "species": ["C", "C", "C", "C", "N", "N", "H", "H", "H", "H", "H", "H", "H"], "positions_angstrom": [[-0.97254, -0.54988, -1.37023], [0.27863, -1.07859, -0.64145], [-0.42730, 0.70699, 1.20544], [-0.37689, 1.14917, -0.19524], [-1.16135, 0.69152, -1.16567], [0.52722, 0.03203, 0.26158], [-1.46271, -1.23291, -1.99577], [0.15787, -2.10746, -0.28614], [1.20565, -0.92546, -1.38919], [-0.12177, 1.33082, 2.10267], [-1.38454, 0.04502, 1.43518], [0.78989, 2.61140, -0.47556], [1.52493, 0.13727, 0.51654]], "lowdin_charge": [-0.0265, -0.0562, 0.0378, -0.2452, 0.1546, -0.0232, 0.1194, 0.1422, 0.2046, 0.1572, 0.1843, 0.1534, 0.1976]}